Entry 1:
# C26H38NSi

2 unconnected molecules or ions with the total composition C26H38NSi (the ωB97M-V functional and the def2-TZVPD basis, the OMol25 dataset).

Energy, eV: -36940.5009
HOMO-LUMO gap, eV: 5.39
Energy relative to the best compared isomer or geometry (same formula, charge and spin), eV: 0.000
F_max, eV Å⁻¹: 2.459

The geometry in ORCA input format:
```
! RIJCOSX wB97M-V def2-TZVPD def2/J DEFGRID3
* xyz 1 1
C -0.6718 2.5616 -2.9685
C -0.2906 1.2725 -2.2438
Si -1.0824 1.0520 -0.5471
C -2.9518 1.0607 -0.7672
C -3.4685 -0.0743 -1.6519
C -0.5588 -0.6015 0.1890
C 0.4005 -1.4164 -0.6702
C -0.5330 2.5221 0.5498
C 0.1860 2.0693 1.7907
C -0.6542 1.7593 2.9997
C 1.5239 1.8837 1.8118
C 2.1999 1.3339 3.0320
C 2.3725 2.1490 0.6066
H -0.1737 2.5990 -3.9436
H -1.7501 2.6309 -3.1518
H -0.3622 3.4545 -2.4143
H -0.5758 0.3945 -2.8439
H 0.8005 1.2087 -2.1152
H -3.3961 1.0094 0.2381
H -3.2293 2.0413 -1.1822
H -4.5576 -0.0133 -1.7455
H -3.0566 -0.0323 -2.6668
H -3.2364 -1.0602 -1.2342
H -0.1116 -0.4040 1.1740
H -1.4838 -1.1613 0.3924
H 0.6635 -2.3459 -0.1532
H -0.0477 -1.6901 -1.6323
H 1.3355 -0.8772 -0.8677
H 0.0701 3.1936 -0.0815
H -1.4694 3.0392 0.8046
H -1.7094 1.9847 2.8137
H -0.5963 0.6969 3.2890
H -0.3424 2.3493 3.8748
H 3.2740 1.2337 2.8475
H 2.0751 1.9772 3.9148
H 1.8266 0.3345 3.3064
H 3.4200 1.9280 0.8378
H 2.1005 1.5198 -0.2586
H 2.3196 3.1964 0.2744
C -1.6696 5.4386 3.2280
C -0.6418 6.3005 2.6256
N 0.1982 7.0297 3.3439
C 1.1796 7.8985 2.7800
C 1.4395 8.1840 1.4502
C 2.4793 9.0988 1.1786
C 3.2167 9.6915 2.2221
C 2.9394 9.3931 3.5619
C 1.9110 8.4897 3.8348
C 1.3841 7.9874 5.0756
C 0.3277 7.0864 4.7771
C -0.3672 6.4513 5.7968
C 0.0095 6.7292 7.1277
C 1.0536 7.6214 7.4225
C 1.7521 8.2601 6.3926
H -2.2375 4.9789 2.4115
H -1.2330 4.6193 3.8148
H -2.3867 5.9853 3.8562
H -0.5812 6.4259 1.5450
H 0.8450 7.7047 0.6723
H 2.7169 9.3519 0.1469
H 4.0160 10.3943 1.9862
H 3.4824 9.8276 4.4028
H -1.1775 5.7652 5.5685
H -0.5203 6.2437 7.9453
H 1.3251 7.8211 8.4596
H 2.5695 8.9611 6.5633
*
```

=====

Entry 2:
# C26H39B2F5N2O18Si

6 unconnected molecules or ions with the total composition C26H39B2F5N2O18Si (the ωB97M-V functional and the def2-TZVPD basis, the OMol25 dataset).

Energy, eV: -90240.1388
SMILES string: COB(O)[Si@@H](CCCCn1cccc1)B(O)N(C)C.O=C1OC[C@@H](F)O1.O=C1OC[C@@H](F)O1.O=C1OC[C@@H](F)O1.O=C1OC[C@@H](F)O1.O=C1OC[C@@H](F)O1
HOMO-LUMO gap, eV: 7.68
F_max, eV Å⁻¹: 5.821

The geometry in ORCA input format:
```
! RIJCOSX wB97M-V def2-TZVPD def2/J DEFGRID3
* xyz 0 1
C 2.4463 3.1345 -1.7309
O 1.8523 3.5363 -3.0484
B 1.2591 2.2633 -3.5825
O 2.0757 1.5929 -4.6521
Si -0.3848 1.4643 -2.9613
C -1.9677 1.9983 -3.9184
C -2.6437 3.3714 -3.3308
C -4.0552 3.1542 -2.5183
C -3.9817 2.0630 -1.2927
N -4.6956 0.7903 -1.7830
C -3.9792 -0.5626 -1.7820
C -4.9831 -1.7183 -2.4118
C -6.3805 -0.9293 -2.7525
C -6.1051 0.6272 -2.3181
B -0.1076 -0.4476 -2.8915
O -0.9359 -1.2881 -3.7925
N 0.9180 -0.9636 -1.8901
C 1.5691 -2.2529 -2.3383
C 0.3663 -1.0363 -0.4838
H 3.5537 3.4891 -1.5989
H 1.7701 3.5797 -0.8614
H 2.4517 1.9588 -1.5813
H 2.7990 1.1236 -4.1054
H -0.5641 1.9168 -1.5617
H -2.7328 1.0877 -4.0061
H -1.6351 2.2328 -5.0364
H -1.8545 4.0060 -2.7138
H -2.9093 4.0435 -4.2809
H -4.8782 2.9193 -3.3303
H -4.3619 4.1992 -2.0305
H -4.5415 2.4940 -0.3304
H -2.8853 1.7912 -0.9715
H -2.8937 -0.8257 -1.4148
H -4.8161 -2.8624 -2.5934
H -7.3987 -1.2815 -3.2124
H -6.7681 1.5915 -2.3460
H -0.6003 -1.0641 -4.7156
H 1.2952 -3.1381 -1.6137
H 1.3367 -2.5624 -3.4474
H 2.7442 -2.0822 -2.2818
H -0.1321 -2.0818 -0.2136
H -0.4863 -0.2317 -0.2604
H 1.2677 -0.7948 0.2512
C 1.8745 5.3827 2.3814
C 1.7244 4.2814 3.3745
O 0.5439 3.6282 2.9664
C 0.4785 3.8231 1.6194
O -0.2432 3.1863 0.8700
O 1.3266 4.8147 1.2087
F 1.5294 4.7761 4.6174
H 1.3042 6.2777 2.6518
H 2.9195 5.6655 2.2287
H 2.5556 3.5683 3.3831
C -9.4467 3.2736 0.5019
C -8.1434 2.9635 -0.1514
O -7.3155 4.0352 0.2397
C -7.7975 4.4318 1.4509
O -7.1871 5.1443 2.2305
O -9.0465 3.9273 1.6895
F -8.2615 2.9861 -1.4980
H -10.0685 3.9508 -0.0933
H -10.0245 2.3728 0.7258
H -7.6953 2.0166 0.1679
C 5.3553 2.0011 1.0518
C 6.7752 2.4485 1.1252
O 6.6873 3.7298 1.7062
C 5.5737 3.6879 2.4902
O 5.3175 4.5044 3.3594
O 4.7816 2.6139 2.1891
F 7.3047 2.5775 -0.1121
H 4.8447 2.3577 0.1510
H 5.2590 0.9131 1.1022
H 7.4164 1.8084 1.7405
C 2.9255 -6.2909 1.2335
C 1.4870 -5.9330 1.3889
O 1.5268 -4.6045 1.8585
C 2.6738 -4.0804 1.3425
O 2.9204 -2.8867 1.2959
O 3.5119 -5.0556 0.8757
F 0.8982 -6.7009 2.3330
H 3.3758 -6.6501 2.1650
H 3.0856 -7.0412 0.4545
H 0.9103 -5.9776 0.4589
C 6.0083 -8.6556 4.5126
C 4.8654 -7.7004 4.5681
O 3.7751 -8.4639 4.1042
C 4.0682 -9.7483 4.4520
O 3.2534 -10.6559 4.4683
O 5.3862 -9.8945 4.7882
F 5.0569 -6.6693 3.7150
H 6.4780 -8.6973 3.5242
H 6.7766 -8.4286 5.2567
H 4.6475 -7.3190 5.5713
*
```

=====

Entry 3:
# C26H39BIN7O5OsS2

A molecular structure, C26H39BIN7O5OsS2 (the ωB97M-V functional and the def2-TZVPD basis, the OMol25 dataset).

Energy, eV: -81166.1223
Expectation value of S²: 6.02
HOMO-LUMO gap (spin up / spin down), eV: 8.38 / 6.39
Energy relative to the best compared isomer or geometry (same formula, charge and spin), eV: 0.000
F_max, eV Å⁻¹: 0.774

The geometry in ORCA input format:
```
! RIJCOSX wB97M-V def2-TZVPD def2/J DEFGRID3
* xyz 2 5
Os 0.1740 -0.0823 0.0047
C 2.7888 -1.7500 -1.8881
C 3.1065 -0.8836 -0.7274
C 4.3512 -0.6530 -0.1827
C 4.1686 0.2428 0.8687
C 5.1947 0.8302 1.7685
N 2.8655 0.5288 0.9533
N 2.1923 -0.1719 -0.0163
B 2.1621 1.6088 1.8327
N 1.1848 0.9389 2.7861
N 0.0426 0.3304 2.3304
C -0.6238 -0.0809 3.4213
C -1.9443 -0.7720 3.4830
C 0.0885 0.2706 4.5658
C 1.2295 0.9128 4.1297
C 2.3390 1.5013 4.9277
N 1.3951 2.5355 0.8673
N 0.5620 1.9782 -0.0492
C 0.1407 2.9490 -0.8848
C -0.6463 2.6930 -2.1258
C 0.6789 4.1519 -0.4517
C 1.4725 3.8558 0.6527
C 2.2976 4.7644 1.4921
H 3.7023 -1.9305 -2.4508
H 2.3885 -2.7087 -1.5559
H 2.0684 -1.2735 -2.5487
H 5.2854 -1.0675 -0.5207
H 6.1615 0.3784 1.5622
H 5.2771 1.9065 1.6162
H 4.9466 0.6562 2.8150
H 2.9893 2.2253 2.4149
H -2.3497 -1.0446 2.5187
H -1.8459 -1.6850 4.0729
H -2.6569 -0.1319 4.0065
H -0.2016 0.0829 5.5857
H 2.1576 1.3276 5.9855
H 3.2977 1.0502 4.6715
H 2.4189 2.5766 4.7682
H -1.0734 1.6935 -2.1553
H -1.4523 3.4189 -2.2288
H 0.0043 2.8145 -2.9930
H 0.5436 5.1196 -0.9042
H 2.1344 5.7953 1.1889
H 2.0380 4.6680 2.5460
H 3.3589 4.5392 1.3833
N -2.4921 -3.7941 1.1934
C -1.3141 -3.1608 1.2263
O -1.2456 -1.9635 0.9370
C -0.1502 -4.0164 1.6689
I 1.6125 -2.9058 2.0019
H -3.2610 -3.3363 0.7225
H -2.5454 -4.7915 1.3178
H 0.0771 -4.7302 0.8829
H -0.3944 -4.5429 2.5887
C -0.0495 -2.7123 -3.6612
S -0.6062 -2.7202 -1.9815
O 0.1508 -3.6726 -1.2253
O -2.0345 -2.7923 -1.9675
O -0.2011 -1.2678 -1.5082
H -0.7448 -3.3358 -4.2192
H 0.9512 -3.1324 -3.7033
H -0.0701 -1.6957 -4.0448
C -7.1892 -3.3171 0.2409
C -6.1114 -2.2812 0.3606
C -5.2237 -2.0458 -0.6928
C -4.2281 -1.0887 -0.5945
C -4.1145 -0.3748 0.5887
C -4.9615 -0.6018 1.6678
C -5.9644 -1.5466 1.5386
S -2.8852 0.8727 0.7940
C -3.6255 2.2358 -0.0964
O -1.7507 0.4731 -0.1972
H -7.3831 -3.5698 -0.7995
H -8.1174 -2.9691 0.6922
H -6.8997 -4.2334 0.7597
H -5.3140 -2.6200 -1.6065
H -3.5300 -0.9377 -1.4059
H -4.8445 -0.0523 2.5944
H -6.6409 -1.7207 2.3658
H -3.8346 1.9225 -1.1177
H -2.9315 3.0733 -0.0573
H -4.5502 2.4902 0.4214
*
```

=====

Entry 4:
# C26H39Cl5N4NaO4

A molecular structure, C26H39Cl5N4NaO4 (the ωB97M-V functional and the def2-TZVPD basis, the OMol25 dataset).

Energy, eV: -108777.7682
HOMO-LUMO gap, eV: 7.41
Energy relative to the best compared isomer or geometry (same formula, charge and spin), eV: 0.000
F_max, eV Å⁻¹: 0.638

The geometry in ORCA input format:
```
! RIJCOSX wB97M-V def2-TZVPD def2/J DEFGRID3
* xyz -1 1
Na -2.1448 0.6890 1.1086
C -0.5499 -1.6177 -3.9782
C -1.1814 -1.1914 -2.6507
C -1.0942 -2.2307 -1.5189
C 0.2250 -2.6926 -0.8951
C -0.1082 -3.7480 0.1602
C 1.2073 -3.2647 -1.9158
N 0.8455 -1.5254 -0.1717
C 2.2412 -1.7278 0.3011
C 2.4195 -1.2064 1.7173
N 1.9008 0.1366 1.8975
C 1.0495 0.2251 3.0694
C -0.3305 -0.4290 2.9254
O -1.0219 -0.4825 3.9404
O -0.6973 -0.8000 1.7476
C 2.8826 1.2305 1.8131
C 3.8464 1.2664 3.0066
C 3.7042 1.2206 0.5216
C 3.1013 1.7329 -0.8044
C 2.7899 3.2227 -0.6660
C 4.2015 1.5421 -1.8522
N 1.8626 1.0147 -1.1900
C 1.6139 0.6977 -2.5930
C 0.1612 0.9297 -2.9746
N -0.8605 0.2027 -2.2130
C -2.0884 1.0333 -2.2560
C -3.2996 0.5781 -1.4244
O -4.3749 1.0981 -1.7441
O -3.0782 -0.2301 -0.4693
H -0.8310 -2.6514 -4.1951
H 0.5399 -1.5590 -3.9996
H -0.9271 -1.0026 -4.7967
H -2.2552 -1.1883 -2.8534
H -1.5690 -3.1468 -1.8947
H -1.7358 -1.8518 -0.7219
H -0.5545 -4.6164 -0.3286
H -0.8169 -3.3501 0.8887
H 0.7843 -4.0932 0.6889
H 0.6631 -3.8947 -2.6209
H 1.9717 -3.8844 -1.4433
H 1.7108 -2.4859 -2.4894
H 0.2069 -1.2186 0.6501
H 0.8564 -0.6804 -0.7553
H 2.8844 -1.2092 -0.4053
H 2.4840 -2.7873 0.2666
H 3.4806 -1.3034 1.9915
H 1.8802 -1.8776 2.3908
H 0.8356 1.2766 3.2773
H 1.5115 -0.1825 3.9787
H 2.2935 2.1533 1.8432
H 4.5796 0.4543 2.9610
H 3.3134 1.1907 3.9547
H 4.4036 2.2056 3.0145
H 4.1332 0.2240 0.3713
H 4.5732 1.8606 0.7086
H 3.6766 3.7950 -0.3758
H 2.0208 3.3874 0.0907
H 2.4101 3.6309 -1.6081
H 5.1383 1.9420 -1.4597
H 3.9933 2.0650 -2.7855
H 4.3594 0.4826 -2.0790
H 1.0506 1.4856 -0.7984
H 1.9173 -0.3393 -2.8119
H 2.1954 1.3195 -3.2791
H 0.0649 0.7846 -4.0582
H -0.0264 1.9901 -2.8038
H -2.4284 1.1550 -3.2960
H -1.8400 2.0264 -1.8802
Cl -0.5245 4.5260 -2.1973
C -0.1940 4.5013 -0.4421
C -0.8005 3.5470 0.3436
C -0.5248 3.6813 1.6804
Cl -1.4211 2.6380 2.8390
C 0.3564 4.6008 2.2449
Cl 0.6905 4.6513 3.9448
C 0.9766 5.5118 1.3901
Cl 2.0884 6.6772 2.0200
C 0.6763 5.4836 0.0286
Cl 1.4478 6.6242 -1.0255
*
```

=====

Entry 5:
# C26H39ClF3N3O9PS

2 unconnected molecules or ions with the total composition C26H39ClF3N3O9PS (the ωB97M-V functional and the def2-TZVPD basis, the OMol25 dataset).

Energy, eV: -91272.8355
HOMO-LUMO gap, eV: 1.60
F_max, eV Å⁻¹: 8.389

The geometry in ORCA input format:
```
! RIJCOSX wB97M-V def2-TZVPD def2/J DEFGRID3
* xyz -1 1
C 5.3634 5.6798 2.6747
O 5.7434 4.8932 1.4663
C 4.7591 3.7686 1.3422
C 5.2448 2.6522 0.2418
C 4.1212 1.5201 -0.1381
C 3.1008 1.1167 1.0815
C 2.7477 -0.5164 1.1361
C 1.1337 -0.8118 0.8133
C 0.9300 -1.3826 -0.7101
N -0.3873 -2.1641 -0.9014
Cl -0.7042 -3.5164 0.1782
C -1.3125 -1.8530 -1.8685
N -2.6454 -2.5447 -2.2249
C -2.3720 -2.8716 -3.7081
O -3.6690 -3.3447 -4.2855
C -1.4585 -4.2271 -3.8313
O -1.4054 -5.0581 -2.6181
C -2.6266 -5.8526 -2.4242
C -3.2319 -5.8843 -0.8655
O -3.2666 -6.5789 -3.3432
C -1.7768 -1.4185 -4.1762
P -2.8719 -0.2998 -5.3362
S -4.7486 -0.2601 -4.8338
C -0.3484 -1.3912 -5.0473
F -0.0907 -0.0440 -5.6335
F -0.5488 -2.3225 -6.2030
F 0.8362 -1.7456 -4.2079
N -1.2933 -0.7308 -2.8812
C -1.9675 0.5725 -2.5248
C -1.5730 1.1977 -1.0648
C -2.9135 1.8652 -0.3192
C -3.9547 0.6719 0.1046
O -4.3195 0.6350 1.5289
C -5.1679 -0.5984 1.6371
H 5.1018 6.7881 2.3510
H 4.4182 5.2551 3.2257
H 6.2461 5.6446 3.4761
H 3.6986 4.2222 1.1234
H 4.7692 3.2394 2.4068
H 5.5110 3.2365 -0.7638
H 6.2651 2.2038 0.6428
H 4.7246 0.5525 -0.4799
H 3.4640 1.9543 -1.0322
H 2.1185 1.7588 0.9317
H 3.5492 1.3806 2.1507
H 3.4372 -1.0672 0.3619
H 2.9785 -0.8872 2.2386
H 0.7890 -1.5965 1.6429
H 0.5887 0.2058 1.0234
H 1.0759 -0.5538 -1.5549
H 1.8058 -2.1658 -0.8950
H -3.4881 -1.9036 -2.2305
H -4.2932 -3.6375 -3.5546
H -1.9111 -4.8466 -4.7460
H -0.3270 -4.0253 -4.1409
H -4.0713 -6.6915 -0.7496
H -3.5474 -4.7945 -0.5792
H -2.3366 -6.2142 -0.1515
H -2.7893 -0.9088 -6.6529
H -2.3900 1.0604 -5.3776
H -1.6704 1.3997 -3.3328
H -3.1296 0.4413 -2.5486
H -0.8051 2.0826 -1.1745
H -1.1387 0.4375 -0.2897
H -2.6126 2.4389 0.6830
H -3.4475 2.6332 -1.0587
H -3.4192 -0.3612 -0.1398
H -4.8973 0.7283 -0.6164
H -6.0192 -0.5902 0.7998
H -5.6175 -0.6492 2.7162
H -4.5261 -1.5756 1.3952
C 0.7898 1.2923 5.9057
C 0.8519 2.1310 4.8572
C 2.0651 3.0555 4.8923
O 2.3589 3.8538 3.9968
C 2.9548 3.0033 6.0822
C 2.8851 2.1730 7.1377
C 1.7326 1.1761 7.0497
O 1.5252 0.2770 7.8704
O 3.6454 2.1291 8.1535
O 0.0459 2.2274 3.8813
H -0.0330 0.5884 5.9632
H 3.7476 3.7419 6.0519
*
```

=====

Entry 6:
# C26H39ClIN3OPdSb

A molecular structure, C26H39ClIN3OPdSb (the ωB97M-V functional and the def2-TZVPD basis, the OMol25 dataset).

Energy, eV: -64722.4614
HOMO-LUMO gap (spin up / spin down), eV: 3.38 / 3.38
F_max, eV Å⁻¹: 2.470

The geometry in ORCA input format:
```
! RIJCOSX wB97M-V def2-TZVPD def2/J DEFGRID3
* xyz 3 1
Pd 1.4817 -0.4231 -0.1838
Cl 4.5082 5.9121 -0.3581
C 4.0290 4.3465 0.0960
C 4.7628 3.6449 1.0416
C 4.4131 2.3608 1.4218
I 5.5708 1.2426 2.7637
C 3.2626 1.6971 0.8816
O 2.9217 0.5485 1.2517
C 2.5096 2.4300 -0.1326
N 1.4698 1.7862 -0.7125
C 0.7678 2.4113 -1.6426
C 1.0274 3.7238 -2.0384
C 2.0967 4.3882 -1.4798
C 2.8786 3.7434 -0.5086
H 5.6400 4.1113 1.4662
H -0.0340 1.8463 -2.1082
H 0.4043 4.2021 -2.7777
H 2.3514 5.3897 -1.7885
C -3.9032 0.4195 -2.5133
C -4.0379 1.1817 -1.2464
C -3.7011 2.6262 -1.3169
C -5.1535 0.8060 -0.3509
Sb -1.8714 0.2531 0.0249
C -1.8818 -2.0564 0.0098
C -1.1822 -2.4134 -1.2908
C -3.2980 -2.5894 0.0633
C -1.0569 -2.5083 1.2012
C -1.4642 1.0752 2.3365
C -0.1133 0.5184 2.6704
C -2.5832 0.5362 3.1665
C -1.4835 2.5607 2.1192
H -4.6907 0.7606 -3.1925
H -4.0574 -0.6483 -2.3821
H -2.9581 0.6073 -3.0215
H -4.4948 3.1276 -1.8792
H -2.7735 2.8169 -1.8533
H -3.6734 3.1032 -0.3403
H -6.0918 1.0895 -0.8409
H -5.1342 1.3402 0.5951
H -5.2237 -0.2644 -0.1801
H -1.7790 -2.1245 -2.1554
H -1.0311 -3.4920 -1.3480
H -0.1904 -1.9218 -1.3625
H -3.8673 -2.3099 -0.8214
H -3.8193 -2.2484 0.9572
H -3.2757 -3.6797 0.0883
H -0.0609 -2.0271 1.1928
H -0.9293 -3.5917 1.1517
H -1.5610 -2.2998 2.1439
H -0.1707 -0.4779 3.0997
H 0.3559 1.1617 3.4158
H 0.5774 0.5050 1.8096
H -2.6330 -0.5522 3.1579
H -3.5468 0.9522 2.8832
H -2.4043 0.8265 4.2069
H -0.7266 2.8773 1.3986
H -1.2693 3.0640 3.0649
H -2.4650 2.9060 1.7998
C 2.9346 -5.9768 -0.3622
C 3.0095 -4.5166 -0.5077
C 3.9669 -3.6946 -1.1040
C 3.4911 -2.3905 -0.9865
N 2.3020 -2.4070 -0.3558
N 2.0284 -3.6969 -0.0744
C 4.1298 -1.1227 -1.4467
H 3.9062 -6.4230 -0.5506
H 2.2218 -6.4016 -1.0747
H 2.5873 -6.2562 0.6324
H 4.8793 -4.0132 -1.5668
H 1.2002 -3.9680 0.4413
H 4.7034 -1.3106 -2.3496
H 4.8221 -0.7573 -0.6824
H 3.3778 -0.3383 -1.6632
*
```